Below is C14H21N6OPtS as an isolated structure, with properties calculated with ωB97M-V/def2-TZVPD.

Structure (XYZ):
```
44
Properties=species:S:1:pos:R:3
Pt -0.49 0.12 1.03
S -0.55 2.30 1.71
O 0.21 0.37 -0.90
N -1.46 2.90 4.12
N 0.05 1.90 -2.56
N -0.60 -1.91 0.85
N -1.43 0.67 3.72
N -1.16 -0.29 2.80
N 2.06 0.81 -2.10
C -0.43 -4.05 -0.16
C -1.04 -2.47 1.99
C 2.83 -0.14 -1.31
C -1.35 -1.54 3.08
C 2.71 1.36 -3.30
C -1.36 2.13 -2.26
C 2.08 2.69 -3.67
C 0.58 2.51 -3.77
C -1.19 1.89 3.29
C -1.19 -3.84 2.09
C -0.30 -2.67 -0.20
C -0.89 -4.64 1.00
C -1.84 -1.99 4.41
C 0.76 1.02 -1.83
H 2.62 0.65 -4.13
H -1.58 1.85 -1.24
H 2.91 -1.11 -1.81
H 2.49 3.03 -4.62
H 0.05 -2.15 -1.08
H 3.84 0.26 -1.17
H -1.98 -1.14 5.06
H 0.33 1.90 -4.64
H 0.10 3.48 -3.90
H -1.25 3.84 3.85
H -1.00 -5.71 1.06
H -2.00 1.56 -2.94
H -1.55 -4.26 3.02
H -1.12 -2.67 4.87
H -2.79 -2.53 4.31
H -1.82 2.70 5.04
H 3.77 1.48 -3.07
H 2.37 -0.28 -0.34
H -1.57 3.19 -2.39
H 2.32 3.43 -2.90
H -0.18 -4.65 -1.03
```

Values from the calculation:
E_LUMO (eV): -3.510
Max |F| (eV/A): 0.8
Total charge: +1
Spin multiplicity: 1
Calculated total energy (Ha): -1467.24126
ΔE to the lowest compared entry with this formula, charge and spin (eV): 0.000

Results of the Mulliken charge analysis, in e, for atoms 1 through 2: Pt 0.77; S -0.55